24
Properties=species:S:1:pos:R:3:forces:R:3 method="wB97M-V/def2-TZVPD" charge=-1 fmax_ev_per_a=1.723 s_squared=0.750 multiplicity=2 e_tot_ev=-10470.50910 homo_lumo_gap_ev="2.55 / 8.70" relative_energy_ev=0.311 homo_energy_ev="1.153 / -5.098"
N 0.68135 1.25044 -1.56023 0.0 0.1 -0.3
C 0.96778 1.15795 -0.11622 -1.5 -0.6 -0.6
C 1.21284 2.54098 0.44502 -0.3 -0.1 -1.0
C -0.16556 0.48995 0.66564 0.7 -0.3 0.7
N -0.34085 -0.93885 0.40250 -0.3 0.1 -0.1
C -1.05078 -1.65076 1.45475 0.2 0.0 0.0
C 0.66111 -1.75044 -0.24641 0.0 -0.1 -0.4
H 0.08316 0.49187 -1.88546 0.2 0.0 0.2
H 0.13478 2.08060 -1.76711 0.1 0.1 0.2
H 1.77963 0.45299 -0.01614 0.8 0.4 0.2
H 1.57864 2.46490 1.45748 0.2 0.3 0.3
H 1.87096 3.08818 -0.23183 0.4 -0.1 0.3
H 0.27039 3.10159 0.38074 0.0 -0.1 0.4
H 0.06628 0.64211 1.73807 -0.1 0.0 -0.1
H -1.12144 0.97312 0.47720 -0.2 0.3 -0.1
H -1.37096 -0.96064 2.24211 -0.2 -0.1 -0.2
H -0.40833 -2.39388 1.93838 0.1 0.0 0.0
H -1.90498 -2.19593 1.04430 -0.2 0.0 0.1
H 0.19871 -2.45929 -0.94595 -0.3 -0.2 0.1
H 1.30327 -1.16758 -0.89461 0.2 0.1 0.0
H 1.26062 -2.34339 0.44069 0.3 0.0 0.3
H -2.16568 -1.47378 -2.20855 -0.1 0.1 0.0
H -1.47358 -0.79442 -1.01910 -0.3 0.1 -0.1
O -2.06739 -0.60573 -1.79529 0.3 -0.2 0.1